A structure of composition C31H34CoN4O2P2S2 in a non-equilibrium geometry. Source: the Open Molecules 2025 dataset; level of theory: ωB97M-V/def2-TZVPD.

Calculated values
energy = -4433.13804 Ha
ΔE to the lowest compared entry with this formula, charge and spin = 0.0 kJ/mol
Kohn-Sham gap (alpha / beta) = 6.9089 / 6.8886 eV
spin multiplicity = 2
max |F| = 1.23 eV/Å
LUMO energy (alpha / beta) = -0.08 / -0.09 eV

Last column: Mulliken spin population.
CARTESIAN COORDINATES (ANGSTROEM)
Co: 0.764 -1.964 -0.492  1.04
S: 3.033 -1.721 -1.064  -0.01
S: -1.630 -1.784 -1.012  -0.01
P: 2.234 0.130 -1.030  0.05
P: -0.844 0.080 -1.050  0.02
O: -0.043 -5.635 0.850  0.00
O: 0.585 -3.926 -0.463  -0.02
N: -2.831 -2.806 3.336  0.00
N: -2.512 -0.540 3.685  0.00
N: 0.886 -2.322 1.585  0.05
N: -3.615 -1.267 1.808  0.00
C: -1.471 0.021 -3.791  0.00
C: -1.944 1.141 -0.015  0.00
C: -2.045 -3.227 4.497  0.00
C: 0.681 0.110 -0.341  -0.06
C: -1.443 1.748 1.130  0.00
C: -1.600 0.596 -5.048  0.00
C: -2.965 -1.546 2.937  0.00
C: -4.150 1.974 0.526  0.00
C: 2.764 2.545 0.266  0.00
C: 3.564 2.382 -4.214  0.00
C: 3.334 3.347 1.239  0.00
C: -0.528 -3.209 4.308  0.00
C: 2.500 0.848 -2.687  -0.02
C: 2.086 0.689 -5.059  0.01
C: 3.356 1.921 -2.919  0.00
C: 2.925 1.775 -5.282  0.00
C: 3.178 1.221 0.106  0.00
C: -1.114 0.805 -2.700  -0.01
C: 4.315 2.830 2.080  0.00
C: -0.007 -4.076 3.160  0.01
C: -1.017 2.742 -4.132  0.00
C: 4.726 1.516 1.930  0.00
C: 0.193 -4.451 0.631  0.01
C: 1.886 0.224 -3.772  0.00
C: -1.373 1.954 -5.220  0.00
C: -3.301 1.272 -0.318  0.00
C: -0.892 2.170 -2.877  0.00
C: 4.160 0.714 0.943  0.00
C: -0.050 -3.430 1.780  -0.03
C: -2.293 2.459 1.978  0.00
C: -3.647 2.562 1.684  0.00
H: -3.069 -3.517 2.662  0.00
H: 1.035 -4.335 3.367  0.00
H: 4.480 -0.313 0.812  0.00
H: 5.491 1.110 2.580  0.00
H: -2.341 -2.609 5.349  0.00
H: 4.754 3.454 2.849  0.00
H: -2.532 0.402 3.320  0.00
H: -1.474 2.401 -6.200  0.00
H: 1.596 0.199 -5.891  0.00
H: -1.034 -3.009 1.563  0.00
H: -0.112 -3.572 5.252  0.00
H: -1.875 -0.019 -5.896  0.00
H: 0.711 -1.514 2.172  -0.01
H: -1.892 2.945 2.861  0.00
H: -4.306 3.118 2.339  0.00
H: -0.605 2.782 -2.028  0.00
H: 3.867 2.399 -2.095  0.00
H: 1.980 2.941 -0.371  0.00
H: -1.995 -0.716 4.526  0.00
H: -1.647 -1.038 -3.646  0.00
H: 1.266 -0.648 -3.605  0.00
H: -0.170 -2.179 4.198  0.00
H: -5.200 2.069 0.282  0.00
H: 3.012 4.376 1.350  0.00
H: 4.235 3.215 -4.385  0.00
H: -0.537 -5.031 3.112  0.00
H: -0.382 1.646 1.336  0.00
H: -2.374 -4.238 4.733  0.00
H: -3.689 0.807 -1.219  0.00
H: 1.841 -2.627 1.747  0.00
H: -3.634 -1.976 1.087  0.00
H: -3.510 -0.335 1.422  0.00
H: -0.838 3.802 -4.265  0.00
H: 3.090 2.135 -6.290  0.00

Atomic forces in eV per Å
-0.670 -0.647 0.440
-0.160 0.020 0.036
0.131 0.025 0.074
0.228 0.616 0.528
0.068 0.496 0.409
-0.071 0.022 -0.010
0.287 -0.010 -0.023
0.085 0.008 -0.016
-0.020 0.018 0.080
0.059 -0.054 0.200
0.036 0.026 -0.158
-0.057 0.022 0.011
-0.074 -0.103 -0.037
0.046 0.013 0.012
0.034 -0.453 -1.145
0.004 -0.006 0.027
0.009 0.021 -0.001
0.046 -0.011 0.005
0.005 0.016 0.000
-0.012 -0.035 0.002
-0.007 0.009 0.001
0.012 0.011 -0.007
-0.022 -0.043 -0.022
0.050 0.018 0.015
-0.008 -0.003 0.007
-0.115 0.028 -0.020
0.007 0.011 0.006
-0.029 -0.094 -0.009
-0.001 0.015 0.018
-0.012 0.003 -0.007
0.048 -0.019 0.025
0.000 0.009 0.033
0.012 -0.011 -0.019
-0.021 0.044 -0.002
-0.007 -0.014 -0.015
-0.010 -0.024 -0.007
0.018 -0.001 -0.027
0.081 -0.015 -0.028
0.110 0.035 -0.100
0.098 0.030 -0.041
0.005 -0.023 -0.005
-0.006 0.003 -0.012
-0.048 -0.003 0.014
-0.004 -0.029 -0.011
-0.018 -0.002 0.029
-0.005 -0.003 -0.005
-0.022 -0.030 0.017
0.006 0.001 -0.008
-0.001 -0.006 -0.044
0.012 -0.001 0.000
0.001 -0.003 0.006
-0.075 -0.026 0.023
0.017 0.050 0.006
-0.006 0.000 0.004
-0.060 0.043 -0.100
0.007 0.017 -0.007
0.001 -0.007 0.003
-0.004 0.010 -0.001
0.020 -0.001 0.000
-0.019 -0.006 0.021
0.017 -0.005 -0.006
0.011 0.005 -0.005
-0.021 -0.020 0.007
0.003 0.002 -0.002
0.002 -0.003 0.001
-0.001 -0.004 -0.002
-0.002 0.001 0.004
-0.039 0.025 -0.008
-0.003 -0.016 -0.004
0.008 -0.020 -0.029
-0.009 0.004 0.008
0.018 0.059 -0.049
0.056 -0.004 -0.065
-0.021 0.022 -0.019
0.008 -0.003 0.007
-0.005 0.000 0.000



A structure of composition C31H34N3OW in a non-equilibrium geometry. Source: the Open Molecules 2025 dataset; level of theory: ωB97M-V/def2-TZVPD.

Calculated values
energy = -1507.33263 Ha
net charge = +3
ΔE to the lowest compared entry with this formula, charge and spin = 205.0 kJ/mol
Kohn-Sham gap (alpha / beta) = 6.6740 / 6.5973 eV
max |F| = 1.97 eV/Å
LUMO energy (alpha / beta) = -10.50 / -10.50 eV

Last column: natural (NBO) charge in e.
CARTESIAN COORDINATES (ANGSTROEM)
W: 0.576 0.408 0.430  1.45
O: -0.077 1.579 2.014  -0.72
N: 0.128 -0.584 -1.006  -0.65
N: 0.146 3.794 1.774  -0.52
N: -0.684 1.969 -0.560  -0.52
C: 0.215 -2.330 -5.423  -0.21
C: 2.448 0.159 1.960  -0.26
C: 1.540 -0.424 4.285  -0.27
C: -2.728 -2.405 -2.356  -0.14
C: 0.029 -0.557 4.572  -0.61
C: -2.924 -3.229 0.297  -0.19
C: 1.855 -2.400 1.058  -0.18
C: 2.925 -1.965 -1.181  -0.66
C: 1.834 -0.734 2.838  0.09
C: 2.473 -1.506 0.165  0.13
C: -1.947 3.871 -2.146  -0.07
C: 0.574 -0.135 -3.744  -0.16
C: 2.111 0.907 4.758  -0.61
C: 1.536 -2.027 2.344  -0.10
C: -0.881 4.222 -1.329  -0.21
C: -0.545 -1.320 -1.896  0.37
C: 0.828 -1.172 -5.890  -0.08
C: -3.843 -3.104 -1.931  -0.21
C: -0.086 -1.288 -3.266  -0.10
C: 1.013 -0.075 -5.047  -0.21
C: -0.308 2.758 2.444  0.76
C: -1.747 1.648 -1.323  0.08
C: -1.816 -2.525 -0.118  -0.18
C: -2.398 2.562 -2.119  -0.21
C: 2.775 -0.206 0.619  -0.39
C: 0.775 3.662 0.458  -0.27
C: -1.685 -2.116 -1.458  -0.11
C: -0.275 3.263 -0.546  0.23
C: -1.073 2.954 3.699  -0.71
C: -3.944 -3.518 -0.610  -0.10
C: -0.237 -2.396 -4.121  -0.14
H: 1.182 -1.128 -6.913  0.25
H: 1.669 -3.418 0.731  0.27
H: -0.554 2.471 4.528  0.28
H: 1.220 4.614 0.191  0.27
H: 0.103 -3.185 -6.076  0.26
H: -0.644 -3.325 -3.743  0.24
H: -0.524 5.244 -1.297  0.26
H: 1.585 2.937 0.511  0.23
H: 0.704 0.713 -3.086  0.21
H: 3.020 -1.141 -1.886  0.25
H: -0.182 -0.212 5.585  0.25
H: 1.670 1.756 4.229  0.18
H: 1.114 -2.763 3.020  0.27
H: -1.222 4.007 3.928  0.26
H: -4.824 -4.055 -0.279  0.25
H: 1.902 1.033 5.819  0.26
H: -2.425 4.612 -2.776  0.27
H: -2.694 -2.035 -3.370  0.24
H: 1.508 0.814 -5.418  0.25
H: -0.303 -1.595 4.511  0.23
H: 3.912 -2.425 -1.067  0.29
H: 3.196 0.952 4.639  0.23
H: -1.024 -2.336 0.585  0.20
H: -0.014 4.721 2.145  0.45
H: -3.004 -3.567 1.322  0.24
H: 2.844 1.087 2.348  0.27
H: -0.562 0.030 3.873  0.20
H: -4.639 -3.322 -2.631  0.26
H: 2.262 -2.725 -1.594  0.24
H: 2.037 -1.218 4.852  0.26
H: 3.483 0.384 0.059  0.28
H: -2.092 0.626 -1.269  0.23
H: -3.244 2.243 -2.713  0.27
H: -2.044 2.465 3.599  0.28

Atomic forces in eV per Å
-1.746 -0.905 -0.054
0.181 -0.185 -0.348
-0.346 0.283 1.110
0.066 -0.043 -0.141
0.912 0.125 -0.081
0.037 -0.033 -0.061
0.597 -0.260 0.104
-0.183 0.103 0.002
-0.049 0.014 -0.086
0.138 -0.108 0.045
-0.050 -0.039 -0.016
-0.125 -0.019 -0.187
-0.062 -0.054 -0.018
-0.232 0.238 -0.082
0.282 0.051 -0.209
-0.019 0.016 -0.028
-0.049 -0.098 -0.018
0.032 -0.049 -0.006
-0.158 0.060 -0.091
-0.022 0.057 -0.033
0.218 -0.291 -0.102
-0.002 -0.020 -0.001
-0.023 -0.017 -0.064
0.067 0.143 -0.009
0.050 0.020 -0.012
0.031 0.080 0.064
-0.012 -0.214 0.107
-0.049 -0.132 -0.059
-0.088 0.091 -0.023
0.668 0.104 0.110
-0.137 0.029 -0.007
0.133 0.311 -0.001
-0.077 0.085 0.047
-0.059 0.014 0.096
0.013 0.021 0.030
-0.047 -0.023 0.088
-0.019 0.004 0.024
-0.051 0.040 -0.014
0.020 0.000 -0.029
0.001 0.081 0.015
0.028 0.019 0.023
-0.094 0.035 -0.004
0.003 -0.037 -0.014
0.161 -0.138 0.004
0.017 0.067 0.033
0.002 0.013 0.024
0.020 -0.043 -0.026
0.014 -0.001 0.011
-0.071 0.043 -0.026
0.010 -0.030 0.006
0.038 -0.022 -0.013
-0.003 0.023 -0.002
0.016 -0.026 0.010
0.062 -0.018 -0.049
-0.052 -0.034 0.010
-0.006 0.058 -0.010
-0.009 0.005 -0.005
-0.026 0.023 -0.009
0.205 0.118 0.143
-0.048 0.027 0.039
0.009 0.021 -0.027
-0.205 0.202 -0.057
-0.035 0.043 -0.008
0.015 0.043 0.033
0.010 0.034 0.014
0.067 -0.035 -0.009
-0.029 0.165 -0.109
0.048 -0.047 -0.053
-0.003 0.002 0.030
0.015 0.008 -0.025



A structure of composition C31H35AsN3OPPtS2 in a non-equilibrium geometry. Source: the Open Molecules 2025 dataset; level of theory: ωB97M-V/def2-TZVPD.

Calculated values
energy = -4934.59763 Ha
ΔE to the lowest compared entry with this formula, charge and spin = 175.6 kJ/mol
Kohn-Sham gap (alpha / beta) = 5.8866 / 6.0620 eV
max |F| = 1.85 eV/Å
LUMO energy (alpha / beta) = -0.76 / -0.56 eV

Last column: Mulliken charge in e.
CARTESIAN COORDINATES (ANGSTROEM)
Pt: 1.257 0.692 -0.544  2.46
As: -0.655 -0.779 -0.201  -0.27
S: -0.491 1.597 -2.138  -0.46
S: 3.870 -3.193 -0.854  -0.31
P: 1.339 2.827 0.411  1.22
O: 3.239 1.392 -1.947  -0.52
N: 3.407 -1.103 -2.600  -0.69
N: 2.418 -1.142 -0.470  0.12
N: 2.312 -1.902 0.685  -0.57
C: -0.963 -1.927 -1.740  0.81
C: -1.788 -3.264 3.631  -0.54
C: -2.000 1.418 -1.254  0.35
C: -4.270 2.130 -0.822  -0.62
C: 3.148 -3.940 1.799  -0.63
C: -2.183 0.386 -0.336  0.32
C: -1.711 -3.920 2.412  -0.79
C: -4.437 1.107 0.103  -0.82
C: 4.447 1.442 -1.191  -0.88
C: -1.353 -3.225 1.262  -0.75
C: -1.149 3.606 1.430  -0.51
C: -3.382 0.234 0.349  -0.43
C: -1.497 -1.905 3.709  -0.67
C: -1.450 -3.498 -3.985  -0.50
C: -2.328 4.343 1.454  -0.72
C: -1.147 -1.209 2.562  -0.72
C: 3.008 -2.971 0.656  0.25
C: -0.065 -1.924 -2.800  -0.35
C: 2.518 3.993 -0.350  -1.58
C: 3.204 -1.665 -1.438  0.45
C: 1.824 -4.612 2.178  -0.78
C: -2.366 -3.479 -2.940  -0.88
C: -2.600 5.248 0.438  -0.44
C: -1.704 5.391 -0.615  -0.71
C: -0.305 -2.715 -3.917  -0.85
C: -3.061 2.294 -1.487  -0.74
C: -0.223 3.774 0.402  0.54
C: -2.124 -2.696 -1.822  -0.26
C: -0.526 4.655 -0.637  -0.39
C: -1.096 -1.864 1.331  0.48
C: 1.811 2.944 2.172  -1.49
H: -2.854 -2.663 -1.024  0.51
H: -3.511 5.835 0.461  0.41
H: -5.379 0.982 0.623  0.41
H: -3.501 -0.568 1.066  0.44
H: -1.543 -1.393 4.663  0.41
H: 1.988 -5.392 2.925  0.42
H: 3.542 -3.399 2.660  0.26
H: 3.885 -4.695 1.522  0.38
H: -1.267 -3.748 0.321  0.62
H: 0.813 -1.301 -2.771  0.28
H: 3.508 3.788 0.055  0.41
H: 2.551 3.836 -1.428  0.34
H: -1.924 6.078 -1.425  0.41
H: 2.826 2.560 2.285  0.41
H: 1.127 -3.878 2.587  0.02
H: 1.359 -5.071 1.301  0.32
H: -2.927 3.106 -2.194  0.45
H: 0.407 -2.711 -4.734  0.44
H: 1.148 2.337 2.789  0.37
H: 0.153 4.756 -1.475  0.27
H: -1.920 -4.982 2.353  0.40
H: -0.962 2.884 2.219  0.03
H: -1.636 -4.116 -4.856  0.38
H: -0.917 -0.152 2.616  0.44
H: -5.087 2.814 -1.024  0.41
H: -3.032 4.208 2.267  0.42
H: 2.237 5.021 -0.123  0.54
H: 5.111 0.622 -1.476  0.40
H: 1.770 3.982 2.508  0.47
H: -2.063 -3.812 4.525  0.37
H: 4.955 2.388 -1.384  0.29
H: 4.009 -1.632 -3.213  0.13
H: 3.234 0.487 -2.396  0.33
H: 4.243 1.361 -0.120  0.24
H: -3.272 -4.071 -3.000  0.40

Atomic forces in eV per Å
-1.013 -1.016 -1.165
0.179 0.488 -0.931
0.542 -0.199 0.393
0.010 -0.008 0.019
0.155 0.071 0.469
-0.137 0.111 0.254
-0.235 -0.170 0.268
0.026 -0.016 0.772
0.126 0.394 -0.319
-0.068 -0.190 0.063
0.018 0.018 -0.002
-0.032 0.256 -0.089
0.083 -0.019 -0.044
-0.274 -0.006 -0.158
-0.083 0.028 0.312
-0.008 0.000 0.012
0.035 -0.011 -0.015
-0.138 0.024 -0.104
-0.009 -0.008 0.053
-0.086 -0.004 -0.047
0.025 -0.020 -0.122
-0.001 -0.025 -0.049
0.041 0.026 0.000
0.074 -0.043 -0.013
-0.063 -0.146 -0.021
0.265 -0.161 -0.130
-0.079 -0.139 0.055
-0.122 0.033 -0.088
-0.192 0.076 0.098
0.040 0.037 -0.031
0.009 -0.006 -0.018
0.043 0.012 -0.014
0.016 -0.025 0.027
-0.056 -0.043 0.009
-0.099 -0.020 -0.060
-0.039 -0.022 0.005
0.022 0.108 -0.074
-0.023 0.024 0.061
0.382 0.177 0.309
0.026 0.169 0.044
-0.049 -0.016 0.032
0.041 -0.053 -0.017
0.061 0.029 -0.006
0.006 -0.027 0.030
0.014 -0.014 -0.039
-0.013 0.081 -0.032
0.063 0.011 0.004
0.034 -0.006 0.019
-0.003 -0.039 -0.021
0.213 0.105 0.063
0.006 -0.019 -0.017
-0.015 0.027 0.031
0.025 -0.044 0.050
-0.053 -0.017 -0.018
0.040 -0.052 -0.062
0.027 0.033 0.069
-0.032 -0.053 0.051
-0.050 0.006 0.037
0.050 -0.002 -0.031
-0.024 0.038 0.064
0.019 0.057 -0.004
0.003 0.083 -0.016
0.010 0.036 0.034
-0.004 0.060 0.030
0.052 -0.010 0.021
0.032 -0.006 -0.045
0.053 0.047 0.015
-0.038 0.020 -0.004
0.021 -0.025 0.085
0.006 0.038 -0.047
0.009 0.013 -0.023
0.039 -0.080 0.053
0.102 0.020 -0.069
-0.029 -0.020 0.027
0.028 0.023 0.008



> Which of these has the highest energy?

C31H34N3OW



> Which of these has the highest ΔE to the lowest compared entry with this formula, charge and spin?

C31H34N3OW



> What is the max |F| in the third record?

1.85 eV/Å



> The lowest max |F| belongs to which entry?

C31H34CoN4O2P2S2